Formula: C18H15As3CuF18N3O6
Source: the OMol25 dataset
Level of theory: ωB97M-V/def2-TZVPD

ORCA input file:
```
! RIJCOSX wB97M-V def2-TZVPD def2/J DEFGRID3
* xyz -2 1
Cu -5.37 1.96 13.95
As -3.30 2.52 17.37
F -2.34 1.10 17.15
F -2.41 3.36 16.19
F -4.31 3.90 17.65
F -4.26 1.61 18.50
F -2.23 3.06 18.63
F -4.40 1.98 16.09
As -2.19 0.90 11.92
F -1.19 0.02 10.80
F -3.57 0.00 11.34
F -3.29 1.77 12.96
F -0.86 1.79 12.50
F -2.46 2.10 10.69
F -1.89 -0.29 13.13
As -4.41 5.69 13.55
F -2.75 5.42 13.56
F -4.69 4.02 14.06
F -6.14 5.93 13.57
F -4.18 7.32 13.05
F -4.57 5.20 11.91
F -4.36 6.17 15.19
C -6.00 4.33 6.91
C -5.09 3.95 7.88
C -5.47 3.80 9.20
C -6.77 4.10 9.55
C -7.65 4.60 8.62
C -7.28 4.73 7.29
N -7.27 3.82 10.91
O -8.32 4.34 11.24
O -6.63 3.05 11.58
H -5.71 4.33 5.87
H -4.10 3.68 7.53
H -4.82 3.25 9.88
H -8.66 4.90 8.88
H -8.00 5.06 6.55
C -11.07 4.68 15.79
C -11.70 3.47 15.50
C -10.92 2.36 15.20
C -9.54 2.47 15.18
C -8.93 3.68 15.48
C -9.70 4.79 15.79
N -8.71 1.31 14.88
O -9.26 0.23 14.71
O -7.51 1.49 14.89
H -11.73 5.51 16.05
H -12.77 3.29 15.48
H -11.27 1.34 15.12
H -7.85 3.77 15.43
H -9.19 5.68 16.14
C -2.92 -4.43 13.09
C -2.77 -3.40 14.01
C -3.63 -2.32 13.95
C -4.53 -2.22 12.90
C -4.69 -3.24 11.98
C -3.85 -4.34 12.06
N -5.41 -1.05 12.86
O -6.16 -0.94 11.91
O -5.29 -0.24 13.75
H -2.32 -5.34 13.19
H -1.95 -3.38 14.71
H -3.63 -1.53 14.68
H -5.40 -3.22 11.16
H -4.04 -5.20 11.44
*
```

Calculated values
- Orbital gap: 7.2 eV
- Molar mass: 999.61 g/mol
- Energy above the lowest of the compared OMol25 structures with the same formula, charge and spin: 33.1 kJ/mol
- DFT total energy: -311741.0879 eV
- HOMO level: -4.066 eV
- Lowest unoccupied orbital energy: 3.13 eV

---

Formula: C15H15Cl2F3O4S
Source: the OMol25 dataset
Level of theory: ωB97M-V/def2-TZVPD

ORCA input file:
```
! RIJCOSX wB97M-V def2-TZVPD def2/J DEFGRID3
* xyz 0 1
C 1.59 -3.37 0.09
C 1.63 -1.90 -0.37
C 3.00 -1.25 -0.14
C 3.26 -0.11 -1.16
C 2.91 1.26 -0.59
C 1.43 1.57 -0.66
C 0.76 1.46 -1.80
C -0.69 1.77 -1.80
O -1.31 2.13 -2.79
C -1.39 1.56 -0.48
C -2.83 1.22 -0.57
Cl -3.92 2.55 -0.63
C -3.29 -0.03 -0.66
C -4.72 -0.39 -0.78
Cl -2.11 -1.31 -0.62
C -0.73 1.68 0.68
S -1.49 1.45 2.27
O -2.91 1.61 2.26
O -0.80 2.30 3.18
C -1.07 -0.29 2.86
F -2.17 -1.00 3.04
F -0.25 -0.91 2.02
F -0.45 -0.16 4.03
C 0.74 2.03 0.59
O 1.35 2.64 1.44
H 2.51 -3.62 0.61
H 0.74 -3.56 0.74
H 1.49 -4.00 -0.79
H 1.33 -1.81 -1.41
H 0.92 -1.32 0.20
H 3.77 -2.01 -0.17
H 3.03 -0.79 0.84
H 2.70 -0.33 -2.06
H 4.31 -0.14 -1.44
H 3.25 1.36 0.43
H 3.40 2.00 -1.22
H 1.19 1.17 -2.73
H -5.10 -0.12 -1.76
H -4.84 -1.46 -0.65
H -5.26 0.11 0.01
*
```

Calculated values
- Orbital gap: 7.6 eV
- Molar mass: 419.25 g/mol
- DFT total energy: -68018.1116 eV
- HOMO level: -9.611 eV
- Lowest unoccupied orbital energy: -1.97 eV

---

Formula: C2H3N3S2
Source: the OMol25 dataset
Level of theory: ωB97M-V/def2-TZVPD

ORCA input file:
```
! RIJCOSX wB97M-V def2-TZVPD def2/J DEFGRID3
* xyz 0 1
C 0.30 -1.39 0.82
C 0.41 1.06 -2.53
N -0.61 -0.45 0.91
N -0.98 -0.03 2.18
N -0.31 -0.53 3.08
S 0.91 -1.68 2.34
S 0.91 2.01 -1.29
H 0.92 1.05 -3.53
H -0.29 0.18 -2.18
H -1.28 -0.21 0.21
*
```

Calculated values
- Orbital gap (alpha / beta): 8.4 / 8.4 eV
- Molar mass: 133.20 g/mol
- Energy above the lowest of the compared OMol25 structures with the same formula, charge and spin: 337.0 kJ/mol
- DFT total energy: -28259.2766 eV
- HOMO level (alpha / beta): -9.114 / -9.114 eV
- Lowest unoccupied orbital energy (alpha / beta): -0.74 / -0.74 eV

---

Formula: C12H45CaN10O11
Source: the OMol25 dataset
Level of theory: ωB97M-V/def2-TZVPD

ORCA input file:
```
! RIJCOSX wB97M-V def2-TZVPD def2/J DEFGRID3
* xyz 1 1
Ca 1.72 -2.09 -1.69
C 0.80 0.31 1.16
C -0.32 -0.35 0.40
O -0.02 -0.69 -0.93
H 0.55 0.47 2.21
H 1.11 1.30 0.79
H 1.73 -0.25 1.30
H -1.22 0.26 0.56
H -0.62 -1.29 0.90
C 1.39 -2.94 3.01
O 2.06 -1.81 3.50
H 0.51 -2.65 2.45
H 2.08 -3.59 2.46
H 1.00 -3.59 3.81
H 2.84 -2.03 4.01
C -3.86 2.65 1.36
O -3.85 1.37 0.73
H -2.90 2.94 1.79
H -4.05 3.43 0.61
H -4.71 2.67 2.04
H -3.14 1.47 0.09
C 3.92 0.73 3.71
O 4.13 2.11 3.92
H 3.70 0.12 4.59
H 3.15 0.54 2.96
H 4.87 0.31 3.34
H 3.66 2.54 3.21
C 0.74 4.71 0.31
O -0.62 4.30 0.53
H 1.44 3.93 0.64
H 1.05 4.87 -0.72
H 1.06 5.47 1.03
H -0.57 3.92 1.42
C -3.76 -1.07 2.76
O -4.99 -0.62 2.21
H -3.11 -0.20 2.83
H -3.86 -1.61 3.70
H -3.26 -1.76 2.06
H -4.72 -0.14 1.41
C 4.10 0.44 -0.75
O 3.27 -0.33 -1.27
N 5.43 0.19 -0.78
N 3.73 1.62 -0.25
H 5.70 -0.63 -1.30
H 6.01 1.01 -0.71
H 2.77 1.88 -0.12
H 4.43 2.28 0.02
C 1.46 0.38 -4.18
O 1.65 -0.75 -3.67
N 0.86 1.36 -3.49
N 1.91 0.66 -5.40
H 0.64 1.12 -2.54
H 0.77 2.25 -3.94
H 1.83 1.63 -5.66
H 2.43 0.01 -5.95
C -2.38 2.43 -2.61
O -2.69 3.59 -2.90
N -2.87 1.33 -3.18
N -1.57 2.10 -1.56
H -2.68 0.41 -2.81
H -3.45 1.38 -4.00
H -1.28 2.87 -0.97
H -1.05 1.24 -1.51
C -3.04 -1.97 -2.34
O -4.09 -2.31 -2.85
N -2.90 -2.04 -0.99
N -1.98 -1.40 -2.99
H -2.20 -1.52 -0.49
H -3.69 -2.42 -0.49
H -1.19 -1.16 -2.39
H -1.99 -1.18 -3.97
C -0.05 -4.45 0.28
O 0.20 -3.76 -0.71
N -1.26 -4.38 0.87
N 0.72 -5.43 0.83
H -1.46 -4.99 1.64
H -2.02 -3.87 0.44
H 0.34 -5.85 1.66
H 1.68 -5.49 0.55
*
```

Calculated values
- Orbital gap: 7.9 eV
- Molar mass: 545.63 g/mol
- Energy above the lowest of the compared OMol25 structures with the same formula, charge and spin: 0.0 kJ/mol
- DFT total energy: -69036.1185 eV
- HOMO level: -11.400 eV
- Lowest unoccupied orbital energy: -3.55 eV